The following is a DFT calculation (ωB97M-V with the def2-TZVPD basis set) of 5 unconnected molecules or ions with the total composition C14H41N3O5 in a non-equilibrium geometry.

Last columns: bonded neighbours and bond lengths (Å).
Geometry (Å):
1 O -9.455 1.751 -2.151  H2 0.998, H3 1.009, H4 0.989
2 H -9.160 2.062 -1.250  O1 0.998
3 H -9.795 0.805 -2.057  O1 1.009
4 H -10.098 2.320 -2.641  O1 0.989
5 C -10.677 -2.556 -3.284  C6 1.513, H8 1.093, H9 1.094, H10 1.096
6 C -9.711 -2.135 -2.199  C5 1.513, O7 1.397, H11 1.101, H12 1.100
7 O -9.960 -0.835 -1.753  C6 1.397
8 H -10.588 -1.906 -4.158  C5 1.093
9 H -11.729 -2.543 -2.982  C5 1.094
10 H -10.549 -3.589 -3.628  C5 1.096
11 H -8.680 -2.223 -2.576  C6 1.101
12 H -9.767 -2.802 -1.326  C6 1.100
13 C -8.919 5.265 0.112  C14 1.526, H19 1.094, H20 1.092, H21 1.092
14 C -9.180 3.929 0.802  C13 1.526, C15 1.523, N18 1.469, H22 1.099
15 C -10.603 3.386 0.856  C14 1.523, O16 1.402, H23 1.100, H24 1.097
16 O -11.196 3.234 -0.406  C15 1.402, C17 1.409
17 C -12.448 2.590 -0.404  O16 1.409, H25 1.095, H26 1.092, H27 1.091
18 N -8.286 2.966 0.144  C14 1.469, H28 1.025, H29 1.017
19 H -7.869 5.555 0.206  C13 1.094
20 H -9.497 6.082 0.548  C13 1.092
21 H -9.044 5.283 -0.973  C13 1.092
22 H -8.904 4.146 1.844  C14 1.099
23 H -11.119 4.079 1.536  C15 1.100
24 H -10.650 2.416 1.366  C15 1.097
25 H -13.206 3.216 0.078  C17 1.095
26 H -12.413 1.574 -0.004  C17 1.092
27 H -12.731 2.579 -1.458  C17 1.091
28 H -8.288 2.146 0.759  N18 1.025
29 H -7.367 3.375 0.296  N18 1.017
30 C -6.439 -0.118 2.136  C31 1.547, H36 1.089, H37 1.094, H38 1.089
31 C -6.946 -0.452 0.713  C30 1.547, C32 1.537, N35 1.461, H39 1.091
32 C -6.772 -1.968 0.526  C31 1.537, O33 1.425, H40 1.095, H41 1.098
33 O -5.416 -2.344 0.749  C32 1.425, C34 1.404
34 C -5.111 -3.712 0.667  O33 1.404, H42 1.090, H43 1.096, H44 1.096
35 N -8.324 0.027 0.657  C31 1.461, H45 1.017, H46 1.031
36 H -5.353 -0.049 2.068  C30 1.089
37 H -6.647 -0.948 2.819  C30 1.094
38 H -6.954 0.730 2.585  C30 1.089
39 H -6.286 0.020 -0.017  C31 1.091
40 H -7.064 -2.337 -0.463  C32 1.095
41 H -7.457 -2.485 1.211  C32 1.098
42 H -5.869 -4.378 0.252  C34 1.090
43 H -4.778 -4.009 1.668  C34 1.096
44 H -4.191 -3.892 0.100  C34 1.096
45 H -8.829 -0.399 1.430  N35 1.017
46 H -8.748 -0.376 -0.192  N35 1.031
47 C -10.355 2.197 -5.835  C48 1.517, H53 1.095, H54 1.092, H55 1.092
48 C -11.491 2.501 -4.878  C47 1.517, C49 1.549, N52 1.476, H56 1.097
49 C -12.145 1.185 -4.387  C48 1.549, O50 1.416, H57 1.101, H58 1.096
50 O -13.394 1.510 -3.804  C49 1.416, C51 1.431
51 C -13.907 0.404 -3.055  O50 1.431, H59 1.092, H60 1.093, H61 1.090
52 N -11.055 3.444 -3.830  C48 1.476, H62 1.013, H63 1.019
53 H -9.598 1.541 -5.393  C47 1.095
54 H -9.785 3.058 -6.192  C47 1.092
55 H -10.643 1.647 -6.734  C47 1.092
56 H -12.307 3.021 -5.396  C48 1.097
57 H -11.407 0.626 -3.792  C49 1.101
58 H -12.383 0.455 -5.169  C49 1.096
59 H -13.235 0.250 -2.209  C51 1.092
60 H -14.066 -0.553 -3.559  C51 1.093
61 H -14.892 0.694 -2.690  C51 1.090
62 H -10.968 4.326 -4.321  N52 1.013
63 H -11.892 3.503 -3.252  N52 1.019

Properties
HOMO	-7.2	eV
calculated total energy	-1098.3364	hartree
spin multiplicity	1
frontier orbital gap	7.9	eV
relative energy (zero: lowest compared OMol25 entry of this formula, charge and spin)	174.26	kJ/mol
charge	0

The following is a DFT calculation (ωB97M-V with the def2-TZVPD basis set) of 7 unconnected molecules or ions with the total composition C14H42O12 in a non-equilibrium geometry.

Last columns: bonded neighbours and bond lengths (Å).
Geometry (Å):
1 C -12.606 -1.826 2.977  C2 1.533, H4 1.090, H5 1.090, H6 1.090
2 C -13.937 -1.639 2.241  C1 1.533, O3 1.396, H7 1.090, H8 1.090
3 O -13.577 -1.593 0.893  C2 1.396, H9 0.960
4 H -12.038 -0.955 2.650  C1 1.090
5 H -12.114 -2.742 2.650  C1 1.090
6 H -12.785 -1.811 4.052  C1 1.090
7 H -14.534 -0.755 2.469  C2 1.090
8 H -14.495 -2.557 2.421  C2 1.090
9 H -14.344 -1.674 0.321  O3 0.960
10 C -17.539 -6.804 -6.254  C11 1.524, H13 1.090, H14 1.090, H15 1.090
11 C -18.364 -6.015 -5.243  C10 1.524, O12 1.435, H16 1.090, H17 1.090
12 O -17.615 -4.824 -4.964  C11 1.435, H18 0.960
13 H -16.523 -7.089 -5.980  C10 1.090
14 H -17.427 -6.438 -7.275  C10 1.090
15 H -18.034 -7.775 -6.267  C10 1.090
16 H -18.404 -6.649 -4.358  C11 1.090
17 H -19.369 -5.886 -5.644  C11 1.090
18 H -18.152 -4.139 -5.369  O12 0.960
19 C -8.305 -9.325 -1.966  C20 1.577, O22 1.398, H23 1.090, H24 1.090
20 C -9.008 -9.470 -3.370  C19 1.577, O21 1.431, H25 1.090, H26 1.090
21 O -8.701 -10.515 -4.298  C20 1.431, H27 0.960
22 O -7.074 -8.663 -1.948  C19 1.398, H28 0.960
23 H -8.219 -10.305 -1.496  C19 1.090
24 H -9.057 -8.865 -1.325  C19 1.090
25 H -8.723 -8.533 -3.849  C20 1.090
26 H -10.072 -9.512 -3.136  C20 1.090
27 H -7.753 -10.651 -4.231  O21 0.960
28 H -6.591 -8.993 -1.186  O22 0.960
29 C -11.385 2.318 -0.234  C30 1.528, O32 1.446, H33 1.090, H34 1.090
30 C -10.983 1.159 -1.145  C29 1.528, O31 1.410, H35 1.090, H36 1.090
31 O -10.127 0.213 -0.544  C30 1.410, H37 0.960
32 O -10.256 3.136 0.151  C29 1.446, H38 0.960
33 H -11.733 1.891 0.707  C29 1.090
34 H -12.048 3.037 -0.715  C29 1.090
35 H -10.525 1.666 -1.994  C30 1.090
36 H -11.776 0.713 -1.744  C30 1.090
37 H -10.739 -0.421 -0.163  O31 0.960
38 H -9.704 2.618 0.741  O32 0.960
39 C -7.338 -3.604 -1.000  C40 1.558, O42 1.407, H43 1.090, H44 1.090
40 C -7.595 -3.851 0.517  C39 1.558, O41 1.426, H45 1.090, H46 1.090
41 O -8.323 -5.056 0.742  C40 1.426, H47 0.960
42 O -6.270 -4.376 -1.495  C39 1.407, H48 0.960
43 H -7.093 -2.544 -1.065  C39 1.090
44 H -8.189 -3.788 -1.655  C39 1.090
45 H -8.077 -2.966 0.931  C40 1.090
46 H -6.679 -3.879 1.108  C40 1.090
47 H -9.199 -4.938 0.366  O41 0.960
48 H -6.351 -5.307 -1.276  O42 0.960
49 C -14.102 -6.009 -1.604  C50 1.505, O52 1.388, H53 1.090, H54 1.090
50 C -12.970 -6.281 -0.650  C49 1.505, O51 1.448, H55 1.090, H56 1.090
51 O -12.208 -5.050 -0.685  C50 1.448, H57 0.960
52 O -15.018 -5.021 -1.272  C49 1.388, H58 0.960
53 H -14.675 -6.936 -1.630  C49 1.090
54 H -13.779 -5.805 -2.625  C49 1.090
55 H -12.385 -7.160 -0.922  C50 1.090
56 H -13.300 -6.433 0.378  C50 1.090
57 H -12.794 -4.294 -0.604  O51 0.960
58 H -15.624 -5.018 -2.017  O52 0.960
59 C -19.677 -10.735 -1.966  C60 1.560, O62 1.410, H63 1.090, H64 1.090
60 C -20.810 -10.527 -0.914  C59 1.560, O61 1.446, H65 1.090, H66 1.090
61 O -20.357 -10.733 0.444  C60 1.446, H67 0.960
62 O -18.740 -9.686 -1.865  C59 1.410, H68 0.960
63 H -20.120 -10.562 -2.946  C59 1.090
64 H -19.186 -11.704 -2.045  C59 1.090
65 H -21.472 -11.386 -1.022  C60 1.090
66 H -21.411 -9.623 -1.017  C60 1.090
67 H -20.063 -11.642 0.543  O61 0.960
68 H -18.561 -9.620 -0.924  O62 0.960

Properties
HOMO	-9.6	eV
structure (SMILES)	OCCO.OCCO.OCCO.OCCO.OCCO.CCO.CCO
calculated total energy	-1461.2865	hartree
spin multiplicity	1
frontier orbital gap	10.0	eV
relative energy (zero: lowest compared OMol25 entry of this formula, charge and spin)	239.92	kJ/mol
charge	0

The following is a DFT calculation (ωB97M-V with the def2-TZVPD basis set) of 7 unconnected molecules or ions with the total composition C14H42O13 in a non-equilibrium geometry.

Last columns: bonded neighbours and bond lengths (Å).
Geometry (Å):
1 C 1.055 -3.669 2.244  C2 1.526, O4 1.466, H5 1.101, H6 1.083
2 C -0.303 -3.687 2.938  C1 1.526, O3 1.372, H7 1.102, H8 1.108
3 O -0.441 -2.682 3.861  C2 1.372, H9 0.990
4 O 2.076 -3.960 3.255  C1 1.466, H10 0.928
5 H 1.224 -2.620 1.959  C1 1.101
6 H 1.191 -4.391 1.448  C1 1.083
7 H -0.392 -4.655 3.458  C2 1.102
8 H -1.126 -3.527 2.214  C2 1.108
9 H 0.401 -2.775 4.373  O3 0.990
10 H 2.593 -3.192 3.190  O4 0.928
11 C 4.204 0.066 -3.046  C12 1.571, O14 1.388, H15 1.076, H16 1.096
12 C 3.492 0.170 -1.650  C11 1.571, O13 1.524, H17 1.097, H18 1.092
13 O 4.468 0.914 -0.747  C12 1.524, H19 0.988
14 O 5.429 -0.582 -2.983  C11 1.388, H20 0.952
15 H 4.356 1.035 -3.489  C11 1.076
16 H 3.575 -0.568 -3.682  C11 1.096
17 H 3.261 -0.815 -1.225  C12 1.097
18 H 2.599 0.746 -1.901  C12 1.092
19 H 4.047 1.771 -0.493  O13 0.988
20 H 5.828 -0.288 -2.170  O14 0.952
21 C -0.055 -1.651 -1.746  C22 1.525, O24 1.477, H25 1.083, H26 1.097
22 C 0.204 -0.768 -0.530  C21 1.525, O23 1.407, H27 1.086, H28 1.060
23 O 0.095 0.584 -0.902  C22 1.407, H29 0.992
24 O -1.394 -1.459 -2.339  C21 1.477, H30 0.968
25 H -0.070 -2.698 -1.470  C21 1.083
26 H 0.637 -1.507 -2.584  C21 1.097
27 H 1.218 -1.043 -0.253  C22 1.086
28 H -0.518 -1.021 0.204  C22 1.060
29 H -0.354 1.062 -0.157  O23 0.992
30 H -1.176 -0.917 -3.111  O24 0.968
31 C 0.444 2.002 -5.043  C32 1.497, O34 1.411, H35 1.121, H36 1.087
32 C -0.615 1.519 -4.101  C31 1.497, O33 1.454, H37 1.071, H38 1.097
33 O -0.792 0.085 -4.270  C32 1.454, H39 0.981
34 O 0.129 1.774 -6.400  C31 1.411, H40 0.987
35 H 1.378 1.402 -4.892  C31 1.121
36 H 0.658 3.040 -4.804  C31 1.087
37 H -1.578 1.928 -4.328  C32 1.071
38 H -0.355 1.664 -3.045  C32 1.097
39 H -0.913 -0.098 -5.226  O33 0.981
40 H -0.774 2.147 -6.543  O34 0.987
41 C 2.007 1.247 3.134  C42 1.478, O44 1.498, H45 1.042, H46 1.082
42 C 1.183 0.409 4.030  C41 1.478, O43 1.427, H47 1.085, H48 1.078
43 O -0.221 0.544 3.808  C42 1.427, H49 0.971
44 O 1.945 2.710 3.450  C41 1.498, H50 0.986
45 H 1.811 1.026 2.134  C41 1.042
46 H 3.030 0.928 3.281  C41 1.082
47 H 1.417 0.686 5.053  C42 1.085
48 H 1.598 -0.565 3.831  C42 1.078
49 H -0.649 -0.328 3.780  O43 0.971
50 H 1.190 3.161 3.003  O44 0.986
51 C -4.866 -0.971 0.989  C52 1.497, O54 1.414, H55 1.106, H56 1.091
52 C -3.500 -0.879 0.384  C51 1.497, O53 1.401, H57 1.094, H58 1.074
53 O -3.305 -2.051 -0.360  C52 1.401, H59 0.979
54 O -5.082 -2.135 1.763  C51 1.414, H60 0.977
55 H -5.552 -0.939 0.122  C51 1.106
56 H -5.051 -0.084 1.598  C51 1.091
57 H -2.744 -0.765 1.166  C52 1.094
58 H -3.392 0.001 -0.222  C52 1.074
59 H -2.742 -1.920 -1.150  O53 0.979
60 H -4.609 -2.778 1.200  O54 0.977
61 C -1.593 4.144 1.605  C62 1.496, H64 1.108, H65 1.079, H66 1.130
62 C -1.854 2.682 1.788  C61 1.496, O63 1.468, H67 1.093, H68 1.119
63 O -1.883 2.044 0.466  C62 1.468, H69 0.980
64 H -0.514 4.262 1.381  C61 1.108
65 H -1.817 4.742 2.474  C61 1.079
66 H -2.200 4.400 0.686  C61 1.130
67 H -2.746 2.458 2.377  C62 1.093
68 H -1.051 2.125 2.333  C62 1.119
69 H -2.515 2.514 -0.118  O63 0.980

Properties
HOMO	-9.7	eV
structure (SMILES)	OCCO.OCCO.OCCO.OCCO.OCCO.OCCO.CCO
calculated total energy	-1536.5755	hartree
spin multiplicity	1
frontier orbital gap	9.8	eV
relative energy (zero: lowest compared OMol25 entry of this formula, charge and spin)	127.60	kJ/mol
charge	0